Record 1
C19H23N3O2 | ωB97M-V/def2-TZVPD

Each line ends with the Löwdin charge.
Element x y z (Å)
O -0.13 4.62 0.79  0.071
O -1.92 0.45 3.27  0.047
C -0.14 3.54 1.31  -0.476
C -1.14 1.17 2.66  -0.418
C 1.63 -2.96 1.08  0.037
C 0.25 -3.11 0.97  -0.105
C -0.15 -1.68 -0.97  -0.198
C 0.19 -0.39 -0.58  -0.051
C 1.08 2.07 -3.56  -0.100
C 0.81 1.15 -4.55  -0.119
C 0.87 1.67 -2.23  -0.014
C 0.38 -0.12 -4.23  -0.014
C 0.49 0.31 -1.88  -0.116
C 0.20 -0.52 -2.87  -0.231
N -0.23 -1.73 -2.35  0.131
N -0.61 2.23 3.35  0.092
N -0.52 2.48 0.54  0.112
C -0.70 -4.24 -1.05  -0.027
C -2.05 -2.60 0.02  -0.065
C -0.63 -2.89 -0.27  -0.521
C 1.58 3.18 3.26  -0.027
C 0.31 0.17 0.87  -0.074
C 0.13 3.42 2.84  -0.213
C -0.88 1.10 1.11  -0.146
H 2.10 -3.35 1.95  0.035
H 2.20 -2.37 0.28  0.092
H -0.32 -3.54 1.85  0.130
H 1.36 3.15 -3.72  0.116
H 0.92 1.34 -5.65  0.118
H 1.02 2.41 -1.45  0.084
H -0.10 -0.64 -4.98  0.072
H -0.23 -2.67 -2.89  0.187
H -0.72 2.13 4.36  0.152
H -0.86 2.84 -0.44  0.198
H -1.19 -4.14 -1.98  0.061
H -1.03 -5.03 -0.41  0.086
H 0.33 -4.45 -1.37  0.089
H -2.59 -3.37 0.57  0.085
H -2.18 -1.69 0.69  0.103
H -2.64 -2.37 -0.90  0.116
H 1.99 2.67 2.43  0.062
H 1.71 2.60 4.17  0.092
H 2.09 4.09 3.26  0.060
H 0.17 -0.61 1.55  0.071
H 1.28 0.58 1.13  0.127
H -0.31 4.27 3.37  0.149
H -1.81 0.85 0.66  0.140

As for the lowest unoccupied orbital energy: 0.7 eV. The SMILES is C=CC(C)(C)c1[nH]c2ccccc2c1C[C@@H]1NC(=O)[C@H](C)NC1=O. The HOMO-LUMO gap comes out at 8.560 eV. The calculation puts the total energy at -1052.49519 a.u.

=====

Record 2
C4H6F3O3P | ωB97M-V/def2-TZVPD

Each line ends with the Löwdin charge.
Element x y z (Å)
C -2.73 0.32 -0.24  -0.415
C -2.31 0.02 0.98  -0.116
C 1.61 1.58 0.07  -0.120
C 1.56 -2.06 0.57  -0.077
O 0.73 0.13 -2.66  -0.394
O 0.57 0.64 -0.21  -0.464
O 1.21 -2.10 -0.56  -0.087
F -2.21 1.40 -0.87  0.065
F -3.52 -0.43 -0.98  0.139
F -2.70 -1.03 1.70  0.042
P 0.01 -0.27 -1.48  0.860
H 1.33 2.63 -0.18  0.101
H 2.54 1.48 -0.51  0.083
H 1.92 1.34 1.04  0.057
H 1.22 -1.23 1.12  0.067
H 2.16 -2.97 0.75  0.110
H -1.40 0.55 1.43  0.149

As for the lowest unoccupied orbital energy: 0.2 eV. The SMILES is FC=C(F)F.COP=O.C=O. The HOMO-LUMO gap comes out at 9.631 eV. The calculation puts the total energy at -1022.59987 a.u.

=====

Record 3
C29H40Cl2MoNOP3 | ωB97M-V/def2-TZVPD

Each line ends with the Löwdin charge.
Element x y z (Å)
P 0.65 -2.42 0.28  1.171
C -0.58 -3.66 0.40  -0.364
C -0.58 -4.51 -0.72  -0.072
H -0.04 -4.23 -1.61  0.108
C -1.28 -5.71 -0.62  -0.049
H -1.27 -6.38 -1.48  0.124
C -1.97 -6.03 0.54  -0.035
H -2.51 -6.98 0.60  0.127
C -2.00 -5.16 1.64  -0.030
H -2.54 -5.41 2.53  0.117
C -1.30 -3.95 1.57  -0.053
H -1.30 -3.25 2.41  0.110
C 0.91 -1.74 -1.30  -0.380
C -0.14 -1.45 -2.20  -0.080
H -1.18 -1.54 -1.89  0.105
C 0.19 -1.08 -3.50  -0.051
H -0.60 -0.82 -4.20  0.122
C 1.53 -1.04 -3.91  -0.044
H 1.78 -0.78 -4.94  0.125
C 2.55 -1.36 -3.01  -0.049
H 3.59 -1.35 -3.32  0.123
C 2.26 -1.68 -1.69  -0.073
H 3.04 -1.93 -0.98  0.117
C 1.92 -2.46 1.45  -0.364
C 2.55 -3.71 1.38  -0.077
H 2.15 -4.46 0.70  0.117
C 3.66 -3.95 2.18  -0.030
H 4.13 -4.92 2.11  0.121
C 4.12 -2.97 3.06  -0.029
H 4.99 -3.19 3.69  0.127
C 3.48 -1.74 3.15  -0.044
H 3.84 -0.98 3.84  0.122
C 2.36 -1.46 2.36  -0.060
H 1.84 -0.51 2.45  0.097
Mo -1.83 1.57 1.63  0.961
C -0.57 3.26 0.65  -0.141
C 0.49 2.79 -0.14  -0.375
H -0.74 4.32 0.75  -0.007
C 0.68 1.27 -0.15  -0.388
O 1.98 1.03 0.36  -0.048
H 2.13 0.03 0.43  0.079
C -0.41 0.76 0.73  -0.420
H 0.54 0.86 -1.15  0.117
C -0.99 -0.14 1.31  -0.248
Cl -2.92 3.89 2.35  -0.140
Cl -3.41 0.34 2.86  -0.010
P -3.46 1.77 -0.19  0.691
C -5.14 2.35 0.22  -0.261
H -5.12 3.44 0.33  0.041
H -5.43 1.91 1.19  0.038
H -5.83 2.04 -0.56  0.059
C -2.99 2.77 -1.64  -0.242
H -2.02 2.42 -2.02  0.031
H -2.88 3.82 -1.32  0.054
H -3.75 2.69 -2.42  0.063
C -3.71 0.10 -0.87  -0.248
H -3.78 -0.61 -0.04  0.035
H -2.85 -0.16 -1.50  0.021
H -4.63 0.09 -1.46  0.059
P 1.65 3.78 -1.04  0.863
C 0.96 5.42 -1.17  -0.163
C 1.80 2.96 -2.63  -0.156
H 0.84 5.86 -0.17  0.077
H -0.01 5.40 -1.68  0.077
H 1.66 6.04 -1.75  0.077
H 2.22 1.95 -2.50  0.059
H 2.47 3.55 -3.27  0.076
H 0.82 2.88 -3.10  0.073
C 3.20 3.75 -0.14  -0.159
H 3.03 4.11 0.87  0.079
H 3.93 4.39 -0.66  0.075
H 3.56 2.71 -0.10  0.057
H -1.57 -0.90 1.86  0.026
N -0.67 2.03 3.58  -0.005
H 0.10 2.65 3.42  0.060
H -0.33 1.14 3.90  0.057
H -1.26 2.44 4.30  0.056

As for the lowest unoccupied orbital energy (spin up / spin down): -5.4 / -7.2 eV. As for the spin multiplicity: 3. The HOMO-LUMO gap (spin up / spin down) comes out at 7.491 / 6.027 eV. The total charge is +2. The calculation puts the total energy at -3271.10900 a.u.

=====

Record 4
C3H3BrO | ωB97M-V/def2-TZVPD

Each line ends with the Löwdin charge.
Element x y z (Å)
C -1.22 -1.06 0.84  0.106
C -1.12 -0.02 0.25  -0.103
C -0.74 1.13 -0.61  -0.340
O -0.80 2.31 -0.44  0.069
Br 2.26 -0.51 0.02  0.363
H -1.63 -1.96 1.28  0.053
H -0.41 0.78 -1.62  0.117
H 3.66 -0.67 0.28  -0.265

As for the lowest unoccupied orbital energy: -0.1 eV. The SMILES is C#CC=O.Br. The HOMO-LUMO gap comes out at 10.492 eV. The calculation puts the total energy at -2765.26473 a.u.

=====

Record 5
C3H3N5 | ωB97M-V/def2-TZVPD

Each line ends with the Löwdin charge.
Element x y z (Å)
C -0.80 -0.40 -0.06  -0.404
C -0.49 0.86 -0.68  -0.158
C 1.69 -0.49 0.46  -0.168
H -2.45 0.35 0.55  -0.008
H -1.45 1.77 -0.68  0.196
H 2.21 -0.98 1.35  0.138
N -2.06 -0.54 0.47  0.155
N 0.58 1.52 -0.40  0.052
N 1.57 0.74 0.27  0.038
N 1.22 -1.42 -0.64  0.092
N -0.01 -1.40 -0.64  0.068

As for the lowest unoccupied orbital energy: -1.3 eV. The SMILES is [H]/N=c1\cnncnn1. The HOMO-LUMO gap comes out at 8.141 eV. The calculation puts the total energy at -389.66241 a.u.

=====

Record 6
BH24O10 | ωB97M-V/def2-TZVPD

Each line ends with the Löwdin charge.
Element x y z (Å)
B 0.25 -0.34 -0.70  -0.391
H 0.06 0.82 -1.05  -0.050
H 0.25 -0.97 -1.68  -0.065
H 1.32 -0.48 -0.10  -0.035
H -0.82 -0.66 -0.02  -0.017
O 2.18 -0.20 3.34  -0.040
H 1.45 0.15 2.77  0.033
H 1.85 -1.00 3.64  0.017
O -3.04 -2.52 -0.35  -0.048
H -2.11 -2.30 0.07  0.068
H -3.35 -2.33 0.45  -0.076
O -1.72 0.19 -3.85  -0.088
H -1.01 -0.10 -3.21  0.012
H -1.54 1.10 -4.12  0.022
O 3.40 -1.70 1.32  0.006
H 3.31 -1.35 0.46  0.003
H 3.14 -1.08 1.87  -0.105
O -0.45 0.84 2.45  0.061
H -0.73 1.65 2.35  -0.022
H -0.34 0.48 1.65  -0.066
O 1.43 0.57 -4.70  -0.132
H 1.24 0.05 -3.87  0.028
H 0.69 0.22 -5.33  0.080
O -3.16 1.08 2.06  -0.083
H -3.43 0.58 2.91  0.094
H -2.24 1.01 1.86  -0.047
O 2.65 2.30 1.53  -0.076
H 2.02 2.07 0.81  0.038
H 2.63 1.59 2.19  0.005
O -1.97 3.35 -1.37  -0.165
H -1.39 3.78 -2.11  0.069
H -1.61 2.37 -1.37  0.059
O 0.59 -3.39 0.59  -0.062
H 0.38 -2.60 0.10  -0.056
H 0.08 -3.17 1.38  0.030

As for the lowest unoccupied orbital energy: 2.6 eV. The HOMO-LUMO gap comes out at 9.752 eV. The total charge is -1. The calculation puts the total energy at -791.57657 a.u.